# 1
ORCA calculation (the ωB97M-V functional and the def2-TZVPD basis) on C6H5NO4 as an isolated structure.

```
16
Properties=species:S:1:pos:R:3
C -2.06 -1.01 0.16
C -3.40 -0.20 -0.13
C -1.78 1.50 -0.11
C -1.14 2.52 0.33
C 0.38 -0.25 -0.03
C 0.91 -1.67 -0.07
N -0.97 -0.18 0.34
O -2.09 -2.22 0.25
O -4.49 -0.60 -0.24
O 0.98 0.73 -0.23
O -3.08 1.12 -0.21
H -1.56 3.51 0.16
H -0.10 2.27 0.48
H 1.93 -1.58 -0.31
H 0.45 -2.39 -0.76
H 0.99 -2.10 0.99
```

Values from the calculation:
Energy relative to the best compared isomer or geometry (same formula, charge and spin) = 44.4 kcal per mole
HOMO = -10.5208 eV
Kohn-Sham gap = 10.252 eV
Spin multiplicity = 1



# 2
ORCA calculation (the ωB97M-V functional and the def2-TZVPD basis) on C6H5NO5 as an isolated structure.

```
17
Properties=species:S:1:pos:R:3
C 0.09 2.67 0.68
C -0.70 1.78 0.78
C 2.57 -1.45 0.39
C 1.82 -2.00 -0.91
C -2.19 0.47 -0.76
C -1.65 0.72 0.59
N 0.54 -0.48 0.27
O 3.72 -1.53 0.69
O 2.34 -2.62 -1.79
O 1.69 -0.61 1.01
O 0.60 -1.56 -0.74
O -0.60 -0.69 1.02
H 1.00 3.18 0.59
H -1.48 0.96 -1.52
H -3.11 1.01 -0.83
H -2.26 -0.51 -0.95
H -2.37 0.65 1.46
```

Values from the calculation:
Energy relative to the best compared isomer or geometry (same formula, charge and spin) = 137.8 kcal per mole
HOMO = -10.1280 eV
Kohn-Sham gap = 9.920 eV
Spin multiplicity = 1